Entry 1:
13
Properties=species:S:1:pos:R:3:forces:R:3 method="wB97M-V/def2-TZVPD" charge=0 orbital_gap_ev=8.6 total_energy_ha=-381.93038 de_lowest_kj_mol=266.15 fmax_ev_per_a=4.571 multiplicity=1 homo_ev=-7.95
C 1.8929 0.5515 -0.2401 -1.338 -1.094 2.408
C 0.5782 0.9441 0.0074 2.835 -3.366 -1.236
C -0.6010 0.0596 0.0469 -1.001 -1.417 -1.077
H 3.1268 -1.0203 0.6894 -2.529 1.087 -3.244
H 1.5981 -1.4904 0.1007 0.980 1.013 -0.738
H 2.7109 1.2599 -0.1092 -0.408 0.114 -0.636
H -0.6673 -1.0814 -0.1136 1.239 1.586 0.626
H -2.9100 -1.1733 0.1719 1.056 -0.258 0.315
H -3.7968 0.2276 -0.0163 2.788 -0.667 -0.528
N 2.3761 -0.8428 -0.2032 0.573 -0.421 3.389
N -1.7505 0.6043 -0.0662 -0.968 -0.577 0.629
N -2.8344 -0.2413 -0.2051 -2.867 1.971 -0.050
F 0.2771 2.2023 -0.0625 -0.359 2.030 0.143

***

Entry 2:
13
Properties=species:S:1:pos:R:3:forces:R:3 method="wB97M-V/def2-TZVPD" charge=0 orbital_gap_ev=9.7 total_energy_ha=-422.98825 de_lowest_kj_mol=115.47 fmax_ev_per_a=0.826 multiplicity=1 homo_ev=-9.14
C 0.0283 -0.0812 1.3367 0.080 0.066 -0.122
C -0.8569 -0.9635 0.5134 0.065 0.195 -0.046
C -0.1338 1.0713 -2.4373 -0.556 -0.259 -0.335
N 0.9134 1.5374 -1.8292 0.593 0.517 -0.253
O -0.1582 -0.2500 2.6468 -0.219 -0.201 0.524
O 0.8464 0.7016 0.9137 0.141 0.099 -0.034
F -0.1471 1.5367 -3.7231 0.296 -0.011 0.547
H -1.8061 -1.1011 1.0190 -0.104 -0.070 -0.003
H -0.3735 -1.9335 0.4104 0.027 -0.081 0.021
H -0.9900 -0.5307 -0.4773 0.011 -0.001 0.031
H 1.5904 2.1591 -2.2724 -0.197 -0.120 -0.063
H 0.4330 0.3271 3.1563 0.030 0.002 -0.320
H 1.0607 1.2968 -0.8534 -0.167 -0.137 0.052

***

Entry 3:
15
Properties=species:S:1:pos:R:3:forces:R:3 method="wB97M-V/def2-TZVPD" charge=0 orbital_gap_ev="5.4 / 5.4" total_energy_ha=-896.04811 de_lowest_kj_mol=821.99 fmax_ev_per_a=4.297 multiplicity=1 homo_ev="-9.86 / -9.86"
C -0.3714 -1.3900 -1.0090 -1.091 -1.122 -1.728
C -0.0819 -0.0705 -1.1366 -0.550 -1.100 0.783
C 0.5481 0.3902 0.0794 2.671 0.726 2.282
N -0.5395 1.3100 2.5209 2.775 0.735 0.895
O -1.4490 2.0720 0.2539 -0.292 0.271 0.557
O -1.7889 -0.2015 1.1317 -1.549 -1.502 0.851
O 1.2952 2.6350 2.0174 -2.561 -0.708 -0.289
F 2.0985 1.8820 2.7601 1.519 -0.619 0.875
S -1.0019 0.9680 1.0626 1.303 0.948 -3.984
H -1.1196 -1.9281 -1.6464 0.876 0.702 0.233
H 0.1256 -2.1142 -0.3085 -0.508 1.388 -0.381
H -0.4842 0.7400 -1.8016 0.202 -1.484 0.415
H 1.2595 1.2547 -0.0456 -1.008 -0.667 0.499
H 1.0423 -0.4382 0.7446 -0.964 1.555 -1.392
H -0.4690 2.2968 2.7227 -0.823 0.878 0.385

***

Entry 4:
15
Properties=species:S:1:pos:R:3:forces:R:3 method="wB97M-V/def2-TZVPD" charge=0 orbital_gap_ev="9.5 / 9.5" total_energy_ha=-896.20370 de_lowest_kj_mol=413.49 fmax_ev_per_a=3.436 multiplicity=1 homo_ev="-10.35 / -10.35"
C 2.4651 0.1003 -0.4444 -0.080 -0.175 1.582
C 1.6048 -0.2578 0.5363 0.615 0.485 -3.346
C 0.1819 -0.6653 0.2391 0.701 1.470 0.597
N -2.3958 0.4509 0.0587 0.039 -0.742 1.943
O -0.3825 1.8479 1.0104 -0.789 -1.225 -0.383
O -0.4776 1.3463 -1.4168 -0.312 -0.244 0.360
O -2.8430 -0.3325 -0.8435 0.096 0.355 -0.013
F -2.2599 -1.8150 -0.7225 -0.105 0.507 0.331
S -0.6635 0.9224 -0.0622 0.201 0.300 -1.202
H 3.4986 0.2715 -0.1578 -0.087 0.233 -0.038
H 2.2468 0.2938 -1.4905 -0.374 -0.477 0.151
H 1.8670 -0.2353 1.5473 0.696 -0.148 1.287
H -0.2263 -0.7646 1.2406 -0.517 -1.587 -0.155
H 0.1752 -1.4514 -0.5584 -0.986 0.901 0.972
H -2.7907 0.2888 1.0639 0.900 0.346 -2.086

***

Entry 5:
16
Properties=species:S:1:pos:R:3:forces:R:3 method="wB97M-V/def2-TZVPD" charge=-1 orbital_gap_ev=7.6 total_energy_ha=-1315.10595 de_lowest_kj_mol=0.00 fmax_ev_per_a=5.726 multiplicity=1 homo_ev=-4.11
C -0.5808 0.0871 1.8523 3.309 2.489 -3.955
C 0.4866 -0.6097 -1.8063 0.153 -2.341 1.578
C -0.9523 -1.0005 0.8531 -1.441 0.969 -0.239
O -2.4667 -0.3843 -1.6507 -0.214 0.295 1.893
O -2.8763 0.9998 0.4068 0.071 0.375 -0.123
O 1.6249 -1.5380 0.4629 -1.504 -0.032 -0.786
O 0.0755 -2.9093 -0.9220 -0.899 -0.655 0.878
F -1.3757 -2.0684 1.6252 -0.023 -0.636 -0.334
S -2.7754 -0.3459 -0.1680 0.764 -1.031 -1.194
S 0.3410 -1.6469 -0.2795 3.107 1.141 -0.533
H -1.2204 0.1433 2.6472 -1.729 -0.250 1.931
H 0.4812 0.0764 2.1447 -0.342 -0.729 0.343
H -0.5830 1.1616 1.3692 -0.576 -2.018 0.459
H 0.6106 0.3799 -1.6253 0.892 2.981 0.759
H 1.2417 -1.0786 -2.4141 0.577 -0.151 0.263
H -0.4162 -0.6915 -2.2962 -2.143 -0.406 -0.939

***

Entry 6:
13
Properties=species:S:1:pos:R:3:forces:R:3 method="wB97M-V/def2-TZVPD" charge=+1 orbital_gap_ev=9.0 total_energy_ha=-600.01699 de_lowest_kj_mol=233.20 fmax_ev_per_a=3.476 multiplicity=1 homo_ev=-13.49
C -0.7516 -0.6770 -0.8838 0.144 -0.554 -0.290
C 0.3116 1.0601 0.0824 2.047 2.612 1.033
C 0.5236 -0.1880 0.9967 1.380 0.089 -1.499
N -0.2156 -1.1719 0.1902 0.293 -0.520 1.595
N -0.3868 0.5281 -1.0703 -0.466 2.289 -0.742
O -0.4441 -2.3991 0.6788 -0.718 -1.152 0.642
I 2.7336 -0.8426 1.1869 -1.579 0.436 -0.275
H -1.3587 -1.0837 -1.6516 -0.428 -1.399 -0.089
H -0.1829 1.9980 0.6277 0.582 -2.285 -1.272
H 1.3248 1.4288 -0.2649 -1.192 -0.244 0.459
H 0.2886 -0.0347 2.0441 -0.628 -0.515 -0.194
H -0.6149 0.9535 -1.9661 0.292 0.541 0.647
H -0.1002 -3.1156 0.1078 0.272 0.702 -0.014

***

Entry 7:
13
Properties=species:S:1:pos:R:3:forces:R:3 method="wB97M-V/def2-TZVPD" charge=0 orbital_gap_ev="7.8 / 7.8" total_energy_ha=-620.70151 de_lowest_kj_mol=396.05 fmax_ev_per_a=4.359 multiplicity=1 homo_ev="-7.68 / -7.69"
C -2.2943 1.2419 -0.7465 2.491 -2.729 0.610
C 1.8801 -0.0796 -0.6046 2.977 0.011 1.937
C -0.3632 -0.1692 -0.1122 -2.224 3.276 1.822
N -2.9945 1.2759 0.3745 0.508 0.351 -2.268
O -2.2197 1.4645 -1.8864 -0.461 0.975 0.234
O 0.7967 0.5277 0.0149 -2.120 0.356 -0.598
I -0.8566 -1.3787 1.7770 0.081 0.455 -0.528
H 1.5837 -1.0948 -0.8441 0.737 -0.493 0.329
H 2.7097 0.0964 0.2238 -1.137 -1.248 -1.901
H 2.2943 0.3476 -1.5200 -0.642 0.647 -0.056
H -0.3869 -0.9044 -0.8308 0.270 -1.701 -1.720
H -2.7528 0.5309 0.9688 0.400 -0.684 1.580
H -3.4339 2.1168 0.6359 -0.880 0.784 0.559

***

Entry 8:
13
Properties=species:S:1:pos:R:3:forces:R:3 method="wB97M-V/def2-TZVPD" charge=0 orbital_gap_ev=9.9 total_energy_ha=-620.71042 de_lowest_kj_mol=372.65 fmax_ev_per_a=4.640 multiplicity=1 homo_ev=-9.87
C -0.2059 0.4645 -0.3611 0.048 0.981 4.535
C 0.1850 -0.6857 0.6481 0.118 2.665 -0.310
C 0.2081 0.1278 -1.7560 -2.546 -1.017 -0.274
N -0.1311 -0.2774 2.0346 0.144 0.830 -1.257
O 0.4650 0.6757 2.4455 0.845 1.142 0.982
O -1.0070 -0.8591 2.5974 -1.059 -0.921 0.986
I -0.6832 1.5617 -3.1464 0.149 -0.754 0.302
H -1.2576 0.7658 0.0113 1.065 -0.762 -1.790
H 0.3636 1.3193 0.1400 -0.365 -0.698 -1.446
H 1.2069 -0.9157 0.6737 1.564 -0.248 -0.326
H -0.3784 -1.5124 0.5894 -1.907 -3.167 -1.036
H 0.0212 -0.9736 -1.9816 -0.211 1.647 -0.200
H 1.2135 0.3091 -1.8949 2.156 0.301 -0.165

***

Entry 9:
13
Properties=species:S:1:pos:R:3:forces:R:3 method="wB97M-V/def2-TZVPD" charge=0 orbital_gap_ev="8.1 / 7.1" total_energy_ha=-620.69013 de_lowest_kj_mol=425.94 fmax_ev_per_a=2.393 multiplicity=1 homo_ev="-7.97 / -7.27"
C 0.3985 -2.5477 0.0731 1.615 0.460 -1.704
C 0.8049 0.7733 -0.1780 -1.373 -0.272 0.002
C 1.6865 -0.2310 -0.8944 -1.091 -0.859 0.835
N -0.5003 -2.0509 0.9033 0.615 1.421 -0.160
O 0.9003 -3.4778 -0.4920 -1.437 0.639 1.599
O -0.6057 0.4191 -0.1322 0.049 -0.669 -1.483
I 3.5729 0.1661 -0.1257 0.412 -0.472 -0.516
H 0.8482 0.9547 0.9036 1.815 -0.028 -0.368
H 0.9164 1.6822 -0.7386 -0.141 1.003 -0.006
H 1.4924 -0.5558 -1.9724 0.563 0.838 1.652
H -0.4874 -0.9659 0.8659 -0.521 -2.037 0.287
H -1.1151 -2.5467 1.5413 0.135 -0.318 -0.156
H -0.6724 -0.2341 -0.8481 -0.642 0.293 0.017

***

Entry 10:
14
Properties=species:S:1:pos:R:3:forces:R:3 method="wB97M-V/def2-TZVPD" charge=0 orbital_gap_ev=9.4 total_energy_ha=-1018.85725 de_lowest_kj_mol=316.15 fmax_ev_per_a=7.151 multiplicity=1 homo_ev=-9.09
C -1.0018 0.9746 1.0166 -2.349 1.111 1.179
C -0.8964 1.8167 -0.2332 -1.399 0.531 0.909
C -1.8773 0.9566 -0.2303 0.755 -0.983 0.037
N 1.7738 -1.6589 0.4171 -0.927 -0.175 0.458
O 0.8229 -1.8684 -1.9658 -0.146 0.381 0.562
O 1.2866 0.2978 -0.8873 -6.059 2.751 -0.391
S 0.5407 -1.0646 -0.7769 0.703 -2.744 0.691
I -3.5721 0.1022 -1.1302 0.926 0.610 0.509
H -0.3839 0.2192 1.4985 0.492 -0.217 -1.108
H -1.5216 1.5150 1.8501 0.417 -0.484 -0.398
H -0.8025 2.8927 -0.2862 0.748 -0.235 -0.886
H 2.1386 0.1220 -0.8982 7.067 -1.091 -0.042
H 2.0640 -2.6185 0.2245 -0.328 0.181 -0.437
H 1.4289 -1.6862 1.4013 0.101 0.361 -1.084

***

Entry 11:
14
Properties=species:S:1:pos:R:3:forces:R:3 method="wB97M-V/def2-TZVPD" charge=0 orbital_gap_ev=9.9 total_energy_ha=-696.06223 de_lowest_kj_mol=108.28 fmax_ev_per_a=4.772 multiplicity=1 homo_ev=-9.72
C 1.3203 -0.7647 0.2621 0.462 -1.694 -0.584
C -0.0116 -0.1655 0.7388 -0.121 -1.869 -1.792
C -1.0266 -0.6080 -0.4527 1.159 -1.655 3.070
N 0.2911 1.2110 0.7548 -2.216 2.296 3.549
O 2.1080 0.1950 -0.2344 1.382 -0.629 -0.549
O 1.5859 -1.9640 0.1875 -0.496 2.401 0.291
O -0.5302 -0.0835 -1.5777 1.020 0.977 -0.606
I -2.9256 0.3249 0.0483 -0.205 -0.408 -0.053
H -0.3776 -0.6033 1.6872 0.387 0.489 -0.504
H -1.0087 -1.7681 -0.4808 -0.750 1.852 0.242
H -0.2667 1.6978 1.4875 0.626 -0.280 -1.049
H 0.1763 1.6789 -0.1080 -0.826 0.403 -1.091
H 1.7986 1.1243 -0.0420 0.229 -1.693 0.445
H -1.1332 -0.2749 -2.2704 -0.650 -0.190 -1.368

***

Entry 12:
10
Properties=species:S:1:pos:R:3:forces:R:3 method="wB97M-V/def2-TZVPD" charge=+1 orbital_gap_ev=7.7 total_energy_ha=-172.24807 de_lowest_kj_mol=290.23 fmax_ev_per_a=3.645 multiplicity=1 homo_ev=-13.88
C -1.6800 0.5475 0.2768 -0.351 -1.814 0.836
C 2.1876 -0.2860 -0.4532 2.676 1.380 2.054
C -0.9446 -0.5071 -0.2027 0.009 3.035 0.716
N 2.9596 0.1423 0.3129 -2.729 -1.236 -0.568
H -2.8235 0.4756 0.2237 1.862 0.606 -0.518
H -1.2691 1.3194 1.0075 -0.518 -1.311 -1.069
H 1.5096 -0.6776 -1.2145 0.499 0.205 0.073
H -1.1454 -1.1249 -1.0387 -1.183 -0.858 -0.275
H 0.1113 -0.5908 0.0461 -0.162 0.275 0.543
H 3.2543 0.4099 1.3002 -0.102 -0.282 -1.791

***

Entry 13:
10
Properties=species:S:1:pos:R:3:forces:R:3 method="wB97M-V/def2-TZVPD" charge=+1 orbital_gap_ev=11.9 total_energy_ha=-172.26875 de_lowest_kj_mol=235.93 fmax_ev_per_a=4.826 multiplicity=1 homo_ev=-16.47
C 1.3414 -0.2398 0.8665 1.125 2.558 -1.951
C 1.4700 0.6414 -0.0991 -0.435 -3.520 3.273
C -1.0107 0.0197 -0.1966 -0.408 -0.274 1.273
N 0.4384 -0.3547 -0.2696 -2.070 -2.056 0.531
H 1.5184 -0.6189 1.8511 -0.095 -0.346 0.144
H 1.5846 1.4854 -0.6440 0.988 2.482 -1.324
H -1.1505 0.0337 -1.2197 -1.464 0.769 -2.117
H -1.6933 -0.7441 0.2128 0.898 -0.170 0.005
H -1.2910 0.9529 0.3331 0.975 -0.341 -0.506
H 0.5206 -1.1631 -0.9338 0.485 0.898 0.673

***

Entry 14:
10
Properties=species:S:1:pos:R:3:forces:R:3 method="wB97M-V/def2-TZVPD" charge=+1 orbital_gap_ev=14.0 total_energy_ha=-172.28105 de_lowest_kj_mol=203.63 fmax_ev_per_a=3.996 multiplicity=1 homo_ev=-17.37
C 1.0297 -0.3596 -0.1678 0.951 -1.423 -2.792
C -1.1390 -0.1086 0.0364 0.032 -2.911 -2.738
C -0.0409 0.6484 -0.6508 0.563 -2.120 0.789
N 0.0662 0.1930 0.7370 1.280 -1.116 1.546
H 1.0606 -1.4752 -0.4054 -1.300 1.450 0.219
H 2.1045 -0.1514 -0.1469 -0.554 1.227 0.643
H -1.9948 0.4042 0.2929 -1.558 1.293 0.826
H -1.3557 -1.1774 -0.3643 0.723 1.713 1.249
H -0.0969 1.6391 -1.0110 0.498 0.899 -0.183
H 0.3663 0.3874 1.6799 -0.635 0.988 0.441

***

Entry 15:
10
Properties=species:S:1:pos:R:3:forces:R:3 method="wB97M-V/def2-TZVPD" charge=+1 orbital_gap_ev=9.3 total_energy_ha=-172.31680 de_lowest_kj_mol=109.79 fmax_ev_per_a=3.979 multiplicity=1 homo_ev=-15.36
C 0.4487 0.2873 0.4835 0.918 -3.201 0.421
C 1.0733 -0.6401 1.2330 1.289 1.810 0.733
C -1.1864 0.4894 -1.1846 0.394 2.752 -0.806
N -0.1026 -0.1121 -0.8103 -2.153 1.703 2.881
H 0.1457 1.1832 0.9389 -0.630 1.266 -0.179
H 1.3252 -0.2768 2.3066 -0.361 -1.042 -2.014
H 1.5916 -1.5311 0.8230 -0.873 0.367 0.480
H -1.6577 0.1555 -2.1000 -0.446 -0.398 0.245
H -1.5280 1.5564 -0.7635 1.057 -2.660 -0.745
H -0.1099 -1.1116 -0.9266 0.805 -0.597 -1.016

***

Entry 16:
10
Properties=species:S:1:pos:R:3:forces:R:3 method="wB97M-V/def2-TZVPD" charge=+1 orbital_gap_ev=12.8 total_energy_ha=-172.27390 de_lowest_kj_mol=222.41 fmax_ev_per_a=3.729 multiplicity=1 homo_ev=-16.45
C -0.5024 -0.4076 1.0169 -0.326 -1.043 0.240
C -0.5615 0.4636 -0.1590 -0.019 0.435 -0.010
C 0.0900 -0.8065 -0.3562 -0.462 -1.524 -2.762
N 0.8868 0.4528 -0.4627 0.230 2.203 -1.299
H 0.2678 -0.1064 1.7934 -1.410 -0.905 -0.528
H -1.5230 -0.9281 1.2252 2.230 0.994 0.088
H -1.3458 0.9921 -0.6388 -0.162 0.491 -0.507
H -0.0670 -1.4922 -1.3633 0.718 1.543 3.318
H 1.2823 0.9665 -1.2889 -1.304 -1.473 -0.198
H 1.4730 0.8658 0.2334 0.504 -0.722 1.657

***

Entry 17:
11
Properties=species:S:1:pos:R:3:forces:R:3 method="wB97M-V/def2-TZVPD" charge=0 orbital_gap_ev=10.4 total_energy_ha=-227.26747 de_lowest_kj_mol=413.15 fmax_ev_per_a=7.266 multiplicity=1 homo_ev=-9.33
C 1.2952 0.0952 0.6409 -1.855 -2.388 -1.831
C -0.9726 -0.7872 0.0391 -0.004 0.232 -7.262
C -0.7741 0.7923 -0.2224 -5.114 -3.506 3.767
H 1.5148 -0.4944 -1.0297 -1.507 -1.065 -3.043
H 1.6500 0.2517 1.5559 1.845 1.563 3.582
H -1.9765 -1.1458 0.0953 -0.623 0.239 1.642
H -0.5999 -1.3460 -0.8634 0.649 0.226 1.096
H -0.3189 1.4789 -0.7762 3.337 1.258 -3.004
H -1.6828 1.3471 0.0294 -0.024 -0.453 0.851
N 2.0649 -0.1308 -0.3337 0.232 0.959 2.592
N -0.2001 -0.0608 0.8648 3.062 2.935 1.609

***

Entry 18:
11
Properties=species:S:1:pos:R:3:forces:R:3 method="wB97M-V/def2-TZVPD" charge=0 orbital_gap_ev=10.9 total_energy_ha=-227.28107 de_lowest_kj_mol=377.44 fmax_ev_per_a=6.664 multiplicity=1 homo_ev=-9.82
C -0.6434 -0.6719 0.3748 -4.727 0.621 4.657
C 0.3870 1.5849 -0.0147 0.884 0.063 -4.326
C 1.3273 0.4706 0.0591 3.913 -2.458 -1.510
H -0.9917 -1.7233 -0.9293 0.100 -1.038 -2.391
H -1.0120 -0.2109 1.4888 1.567 -1.309 -2.483
H 0.1165 2.1134 0.8454 -1.035 0.332 1.147
H 0.4923 2.1939 -1.0721 -0.370 -1.220 3.242
H 1.5168 -0.2180 1.0234 0.360 2.335 -2.012
H 2.0282 0.3766 -0.9409 -0.772 0.153 3.358
N -1.2659 -1.7238 0.0133 1.056 1.190 1.508
N 0.0408 0.1763 -0.4319 -0.978 1.331 -1.189

***

Entry 19:
11
Properties=species:S:1:pos:R:3:forces:R:3 method="wB97M-V/def2-TZVPD" charge=0 orbital_gap_ev=9.9 total_energy_ha=-227.30516 de_lowest_kj_mol=314.21 fmax_ev_per_a=2.201 multiplicity=1 homo_ev=-8.96
C 1.2996 -1.0122 -0.2484 0.499 -0.928 -0.226
N 0.3718 -0.2465 0.4987 0.340 -0.584 0.131
C -1.3397 1.4025 0.0461 -2.134 0.106 -0.526
C -0.8049 0.1266 -0.0578 0.918 -0.107 0.580
N -1.7154 -0.1215 -0.8816 0.849 1.790 0.730
H 1.0904 -2.0718 -0.1608 0.248 -0.491 -0.248
H 2.2961 -0.8068 0.1416 0.104 -0.104 -0.227
H 1.2348 -0.7236 -1.3006 0.137 -0.048 0.147
H 0.4144 -0.3251 1.5041 -0.126 0.369 -0.142
H -2.0032 1.5600 0.8648 -0.787 0.311 0.169
H -0.9265 2.2798 -0.4374 -0.047 -0.315 -0.388

***

Entry 20:
12
Properties=species:S:1:pos:R:3:forces:R:3 method="wB97M-V/def2-TZVPD" charge=0 orbital_gap_ev=9.7 total_energy_ha=-302.64837 de_lowest_kj_mol=117.43 fmax_ev_per_a=1.334 multiplicity=1 homo_ev=-8.66
C -0.2735 -1.5645 -1.3511 -0.653 0.136 0.080
C -1.1383 -1.0140 -0.4492 -0.516 0.515 -1.118
N -0.5900 0.1102 0.1210 0.119 -0.477 1.008
C 0.6251 0.1633 -0.3250 0.882 -0.459 -0.637
N 0.8757 -0.8247 -1.2577 -0.349 0.018 -0.044
H -0.4630 -2.3252 -2.0885 0.287 -0.078 0.039
H -2.1986 -1.2149 -0.3767 0.197 -0.216 0.328
H 1.4907 0.6986 0.0381 -0.502 0.672 0.025
H 1.5165 -0.7327 -2.0280 0.378 -0.174 0.318
H 0.6354 2.6699 2.8653 0.022 0.000 -0.019
H -0.6882 1.9682 2.6027 0.249 -0.133 -0.319
O 0.2081 2.0657 2.2490 -0.114 0.196 0.339